A 3-piece molecular cluster, C22H45IN4O4S3 overall, computed with wB97M-V/def2-TZVPD.

```
79
Properties=species:S:1:pos:R:3:forces:R:3:mulliken_charge:R:1
I 0.9876 -1.5864 -2.0365 0.14 -0.12 -0.01 0.04
S -2.2227 -0.4124 -0.0751 0.18 -0.08 -0.02 -0.24
S -5.1689 0.2681 3.1432 -0.16 -0.03 0.12 -0.19
S -5.5932 -0.3515 5.9769 -0.04 0.05 0.04 -0.20
O 4.1610 1.2145 -3.2060 -0.02 0.00 -0.02 -0.67
O -0.6201 2.4521 0.5044 -0.42 0.71 -0.29 -0.57
O 3.9558 -3.3192 -7.0887 0.01 -0.09 -0.09 -0.56
O 0.7650 0.7735 -0.0142 -0.44 -0.39 -0.27 -0.19
N 4.9531 0.3393 -5.1464 0.02 -0.06 0.02 0.15
N -1.2019 0.3193 1.1352 0.25 -0.38 0.21 0.49
N -3.1630 0.1478 4.8992 -0.27 0.04 0.63 0.64
N 3.6725 -5.5156 -6.6189 0.00 -0.03 0.00 0.12
C -0.4696 -0.6348 2.0062 -0.26 -0.11 -0.06 -1.20
C 3.3765 -5.2259 -5.2253 0.00 0.02 -0.04 -0.91
C 1.2474 1.3600 -1.2289 0.61 0.33 0.13 -0.74
C 4.2745 0.2845 -3.9917 -0.04 0.00 0.02 0.32
C 5.0300 -0.8085 -6.0352 0.07 0.24 0.13 -0.82
C -0.4736 -0.1380 3.4568 0.63 0.04 0.17 0.17
C 3.9434 -4.4850 -7.4405 -0.04 0.00 0.04 0.13
C 1.0026 0.5091 -2.4732 -0.13 0.30 -0.04 0.35
C -2.5788 -1.1201 4.4047 0.10 0.14 -0.22 -0.79
C -1.6947 2.7773 5.4079 -0.20 0.04 -0.03 0.68
C -0.2286 0.9366 -3.2702 0.03 0.04 -0.03 -1.23
C -5.1286 2.9501 2.4763 0.09 -0.13 0.01 -0.45
C -4.3570 4.1500 1.9144 -0.02 -0.04 0.11 -1.23
C -1.4990 1.5158 6.2478 -0.09 0.11 0.21 -0.91
C -4.2454 1.7064 2.5385 0.00 0.05 -0.47 0.68
C -4.5631 0.0588 4.7863 0.17 0.02 -0.33 0.05
C -2.6917 0.5527 6.2344 0.21 -0.18 0.16 -1.14
C -0.3659 1.2914 0.5128 0.21 -0.15 0.21 0.14
C 3.6650 -6.8884 -7.0771 -0.01 0.04 0.05 -0.91
C -1.0642 -1.1555 4.4350 0.00 0.03 -0.29 -1.27
C -2.5446 3.8537 6.1068 -0.03 -0.06 0.09 -1.38
C 5.6195 1.5789 -5.5013 -0.02 -0.01 0.02 -0.99
H -0.7703 -2.1651 4.1281 0.05 0.03 0.03 0.51
H 0.0671 1.7264 -3.9659 -0.04 0.05 0.07 0.39
H 4.2176 -4.7186 -4.7520 0.00 -0.01 0.01 0.26
H -3.0129 -1.9618 4.9619 0.06 0.05 0.09 0.43
H 0.5497 0.0896 3.7699 0.00 0.01 -0.07 0.57
H 4.4048 -7.4824 -6.5370 0.01 -0.01 -0.02 0.33
H -1.0159 0.8084 3.5033 -0.09 -0.10 0.03 -0.11
H -0.9881 -1.5930 1.9424 -0.04 0.05 -0.02 0.61
H -3.8881 1.4451 1.5393 0.08 0.07 0.05 0.19
H 4.9007 2.3957 -5.5738 0.00 0.00 -0.01 0.30
H 6.0689 -1.1154 -6.1699 -0.01 -0.05 -0.02 0.34
H -5.9922 2.7238 1.8470 -0.07 0.10 0.09 0.40
H -5.5118 3.1598 3.4776 0.02 0.02 -0.01 0.31
H -0.7258 3.1945 5.1294 0.00 -0.04 0.00 0.55
H -2.9793 3.4741 7.0354 -0.03 -0.01 -0.05 0.35
H -3.5234 1.0234 6.7565 -0.01 0.01 -0.10 0.67
H 4.6064 -0.5693 -7.0105 -0.03 -0.06 0.00 0.36
H 6.1160 1.4479 -6.4598 0.00 0.00 0.00 0.39
H 1.8989 0.6397 -3.0691 -0.04 -0.12 -0.11 -0.08
H -0.6483 0.1272 -3.8637 -0.02 0.00 0.04 0.35
H -0.6503 -1.0211 5.4339 -0.18 0.03 0.05 0.44
H 2.5049 -4.5760 -5.1439 -0.01 0.00 0.01 0.31
H 0.5426 -0.8178 1.6436 -0.02 0.04 -0.08 0.33
H 4.1535 -4.7936 -8.4774 0.00 -0.01 0.00 0.23
H 3.9051 -6.9169 -8.1383 0.00 -0.01 0.00 0.29
H 2.3208 1.5102 -1.1216 -0.02 -0.12 0.17 0.30
H -2.9623 -1.0760 0.8212 -0.26 0.17 0.06 0.13
H -3.3712 4.1970 5.4836 0.04 0.03 -0.01 0.27
H 6.3559 1.8512 -4.7447 0.01 0.00 0.00 0.30
H 3.1807 -6.1604 -4.7050 0.00 0.00 0.00 0.36
H -1.4056 1.8167 7.2983 0.18 -0.05 -0.03 0.50
H -1.9459 4.7246 6.3749 -0.02 0.00 -0.01 0.35
H -3.3736 1.8711 3.1653 -0.04 -0.18 -0.02 -0.64
H -0.5657 1.0115 5.9971 -0.06 -0.01 -0.15 0.29
H -2.8963 -1.2128 3.3633 -0.05 -0.14 0.05 0.27
H -4.4780 4.2295 0.8340 0.08 -0.01 0.01 0.36
H -2.4283 -0.3317 6.8288 -0.12 0.00 0.00 0.28
H -4.6982 5.0822 2.3652 -0.04 0.02 -0.08 0.34
H -1.0030 1.3500 -2.6209 -0.07 -0.18 0.00 0.28
H 4.4694 -1.6362 -5.6116 0.02 0.02 -0.06 0.20
H 3.8022 -0.6964 -3.8123 0.02 0.00 0.00 0.16
H -2.1890 2.4898 4.4802 0.18 0.03 -0.03 -0.88
H -3.2887 4.0561 2.1235 -0.01 0.04 -0.01 0.29
H 2.6825 -7.3413 -6.9307 0.00 -0.01 -0.02 0.34
H 0.7856 2.3413 -1.3529 -0.01 -0.03 -0.03 0.43
```
Positions in Å, forces in eV/Å.

## Properties
gap between HOMO and LUMO: 8.39 eV
SMILES string: CCCCN(CCCCN(S)C(=O)OC[C@H](C)I)C(=S)SCCC.CN(C)C=O.CN(C)C=O
total charge: 0
HOMO: -8.2 eV

***

C22H45N2OP3Ti as an isolated structure, computed with wB97M-V/def2-TZVPD.

```
74
Properties=species:S:1:pos:R:3:forces:R:3:mulliken_charge:R:1
Ti 0.0809 0.2238 0.1091 0.55 -3.51 0.47 -0.83
P -0.3842 2.4589 0.8813 -0.53 2.44 0.46 1.26
P -2.4554 -0.4499 0.1517 -1.69 -0.21 0.59 1.46
P 2.6047 -0.2414 -0.0306 1.91 -0.80 -0.27 1.32
O 0.1172 0.8885 -1.6718 -2.13 0.36 3.81 0.44
N -0.3600 -2.3780 1.7670 -0.29 0.29 -0.03 0.04
N 0.1498 -1.1104 1.7783 0.47 0.44 -0.57 1.28
C -1.3752 3.5200 -0.2556 0.10 -0.27 0.03 -1.40
C 3.7191 0.4740 1.2327 -0.44 0.16 0.23 -1.39
C 1.2095 0.7680 -3.7688 0.14 0.46 0.04 -0.66
C -0.5199 2.4357 -3.3493 0.76 0.43 0.14 -0.78
C 2.9314 -2.0435 0.0934 -0.41 0.00 0.33 -1.35
C -0.3809 -3.2601 -2.6791 -0.04 0.27 0.88 -0.49
C 3.6307 0.0564 -1.5264 -0.69 0.58 -0.25 -1.39
C -0.4259 -2.8832 3.0107 0.35 0.43 -0.33 0.54
C 0.2341 1.3297 -2.9553 0.07 1.26 -2.43 1.02
C -0.2098 -4.3409 -1.9132 -0.11 -0.10 -0.25 -0.65
C 1.1964 0.4016 3.4312 0.27 0.73 0.55 -1.37
C -0.0269 3.1955 -4.4155 -0.32 -0.10 -0.47 -0.75
C 0.9696 2.6746 -5.2573 0.10 -0.03 0.37 -0.63
C -3.6894 0.6540 -0.6381 0.23 0.27 -0.35 -1.57
C 0.1430 -1.9363 3.8480 0.17 0.51 0.18 -1.15
C -3.0940 -2.0746 -0.4153 0.39 -0.40 -0.39 -1.12
C 0.5101 -0.8399 3.0638 -0.83 -1.55 -0.83 0.26
C -0.9968 -4.1980 3.3218 -0.14 -0.57 0.55 -1.27
C 1.1830 3.4015 1.0182 0.01 -0.14 0.17 -1.12
C -1.3982 2.5835 2.4042 0.06 -0.48 0.22 -1.29
C 1.5770 1.4558 -4.9327 -0.47 0.04 -0.10 -0.72
C -3.1323 -0.5170 1.8697 0.30 0.15 0.11 -1.38
H 0.4693 -2.6250 -2.9251 -0.11 -0.11 -0.13 0.24
H -2.4533 2.3693 2.1573 0.47 0.21 0.02 0.39
H 1.8334 3.1244 0.1682 -0.28 0.21 0.31 0.33
H 0.7763 -4.6421 -1.5593 -0.14 0.05 -0.19 0.31
H -3.1021 -1.5534 2.2283 0.01 0.34 -0.02 0.43
H 0.2748 -2.0292 4.9114 -0.03 -0.03 0.09 0.59
H 3.3476 1.0367 -1.9230 0.37 -0.11 -0.21 0.42
H 2.3872 -2.5802 -0.6973 0.23 0.11 0.15 0.31
H 4.0145 -2.1974 -0.0201 -0.35 -0.04 0.03 0.45
H 1.2717 3.2081 -6.1676 -0.06 -0.13 0.60 0.43
H -2.5560 0.1105 2.5561 -0.21 -0.15 -0.02 0.25
H -4.1761 -0.1758 1.8511 0.26 -0.13 0.05 0.50
H -1.8734 4.2833 0.3525 0.22 0.03 -0.20 0.55
H 1.6935 -0.1542 -3.4779 0.09 0.09 -0.02 0.62
H 2.2824 0.2517 3.5060 -0.37 0.07 -0.01 0.33
H -2.5364 -2.4515 -1.2799 -0.29 0.05 0.17 0.00
H 3.3313 1.4460 1.5522 0.30 -0.12 0.05 0.27
H -1.0178 -5.0466 -1.6986 0.14 0.37 0.01 0.33
H -3.3807 0.8868 -1.6645 -0.18 0.01 0.10 0.43
H -2.1471 2.9151 -0.7416 0.04 0.26 0.01 0.23
H 3.7643 -0.1987 2.0930 0.16 0.16 -0.10 0.36
H -3.0197 -2.8098 0.3971 0.05 0.18 -0.24 0.36
H -4.6551 0.1282 -0.6756 0.32 0.25 0.07 0.55
H 1.7060 3.1580 1.9552 -0.14 0.20 -0.30 0.36
H -0.4254 1.6342 -0.9481 0.94 -0.64 -2.97 -0.16
H 4.6943 0.0525 -1.2509 -0.39 -0.09 -0.10 0.59
H 0.9933 1.2338 2.7379 0.24 -0.44 0.19 -0.30
H -4.1581 -1.9657 -0.6769 0.41 -0.04 0.10 0.53
H 0.8505 0.7153 4.4188 0.11 0.09 -0.03 0.50
H -1.2285 -4.2025 4.4025 0.03 -0.26 -0.58 0.40
H 3.4283 -0.7084 -2.2850 0.12 0.20 0.17 0.37
H -0.7035 3.9593 -1.0026 -0.31 0.07 0.15 0.49
H -1.0702 1.8551 3.1574 -0.13 0.34 -0.12 0.32
H 0.9563 4.4791 0.9778 0.15 -0.36 0.08 0.55
H -0.5879 -2.8460 0.8877 0.04 0.21 0.40 0.05
H -1.3653 -2.9047 -2.9957 0.36 -0.39 -0.26 0.40
H 4.7094 0.6003 0.7884 -0.13 -0.05 0.25 0.52
H -3.8160 1.5897 -0.0797 0.03 -0.21 -0.10 0.37
H -0.4110 4.2114 -4.5807 -0.15 -0.70 -0.21 0.43
H -1.4056 2.7418 -2.7852 0.50 0.08 -0.13 0.64
H -1.9122 -4.4127 2.7479 0.36 0.05 0.20 0.34
H -0.2448 -4.9766 3.1220 -0.33 0.07 0.09 0.32
H 2.5975 -2.4244 1.0640 0.15 -0.05 -0.13 0.35
H -1.3046 3.6035 2.8082 -0.02 -0.27 -0.18 0.53
H 2.3614 1.0628 -5.5778 -0.26 -0.04 0.16 0.44
```
Positions in Å, forces in eV/Å.

## Properties
gap between HOMO and LUMO (alpha / beta): 6.56 / 6.82 eV
ΔE to the lowest compared entry with this formula, charge and spin: 2.1 kcal per mole
multiplicity: 2
total charge: +3
HOMO (alpha / beta): -17.1 / -17.1 eV